[1]
{
  "formula": "C23H18Cl5O2Rh",
  "method": "wB97M-V/def2-TZVPD",
  "elements": ["Rh", "Cl", "C", "C", "C", "Cl", "C", "Cl", "C", "Cl", "C", "Cl", "C", "C", "C", "C", "C", "C", "C", "C", "C", "C", "O", "O", "H", "H", "H", "H", "H", "H", "H", "H", "H", "H", "H", "C", "C", "C", "C", "C", "C", "C", "H", "H", "H", "H", "H", "H", "H"],
  "coordinates": [[-0.1461, -1.7688, -0.0655], [2.4229, -2.4319, -0.2284], [1.9607, -2.2047, 1.4699], [0.6129, -1.9143, 1.6359], [0.1232, -1.6562, 2.9073], [-1.5484, -1.2872, 3.0956], [0.9899, -1.7150, 3.9992], [0.3915, -1.4119, 5.5795], [2.3429, -2.0158, 3.8107], [3.4060, -2.0838, 5.1592], [2.8460, -2.2603, 2.5286], [4.4981, -2.6165, 2.2556], [-0.1335, 6.6130, -0.3536], [-0.1657, 5.1253, -0.5611], [0.8560, 4.4761, -1.2425], [0.8307, 3.1035, -1.4577], [1.9517, 2.4168, -2.1877], [-0.2509, 2.3711, -0.9812], [-1.2868, 2.9939, -0.2864], [-2.4349, 2.1818, 0.2479], [-1.2295, 4.3652, -0.0861], [-0.3144, 0.8843, -1.1989], [-0.9064, 0.4078, -2.1614], [0.3251, 0.1865, -0.3171], [0.8713, 7.0085, -0.4986], [-0.4601, 6.8803, 0.6517], [-0.7948, 7.1215, -1.0584], [1.6957, 5.0525, -1.6140], [2.6951, 3.1372, -2.5250], [1.5787, 1.8763, -3.0597], [2.4470, 1.6879, -1.5434], [-2.0859, 1.4442, 0.9760], [-2.9369, 1.6389, -0.5552], [-3.1684, 2.8205, 0.7382], [-2.0337, 4.8513, 0.4551], [-2.1071, -1.9584, -0.5902], [-1.4768, -3.2485, -0.8911], [-1.0825, -4.0040, 0.2370], [-0.2684, -5.1404, 0.0603], [0.1342, -5.5053, -1.2016], [-0.2331, -4.7396, -2.3248], [-1.0023, -3.6158, -2.1812], [-2.7299, -1.9012, 0.2951], [-2.3468, -1.2835, -1.4025], [-1.4670, -3.7514, 1.2172], [0.0143, -5.7331, 0.9198], [0.7505, -6.3838, -1.3373], [0.1154, -5.0312, -3.3066], [-1.2495, -2.9817, -3.0225]],
  "forces_ev_per_a": [[0.4, 0.1, -3.2], [0.1, 0.1, 0.8], [-0.3, 0.0, -0.2], [0.3, 0.2, 1.4], [0.3, -0.2, -0.2], [0.0, 0.0, 0.0], [0.1, 0.0, 0.0], [0.0, 0.0, 0.0], [0.0, 0.0, 0.0], [0.0, 0.0, 0.0], [-0.1, 0.0, 0.0], [0.0, 0.0, 0.0], [0.0, 0.1, 0.0], [0.0, -0.1, 0.0], [-0.1, 0.1, 0.0], [0.0, -0.1, -0.1], [0.0, 0.0, 0.0], [0.0, 0.0, 0.1], [0.0, -0.1, 0.0], [0.0, 0.0, 0.0], [0.0, 0.0, 0.0], [0.1, -0.2, -0.4], [-0.1, -0.1, 0.1], [0.0, 0.1, 0.9], [0.0, 0.0, 0.0], [0.0, 0.0, 0.0], [0.0, 0.0, 0.0], [0.0, 0.0, 0.0], [0.0, 0.0, 0.0], [0.0, 0.0, 0.0], [0.0, 0.0, 0.0], [0.0, 0.0, 0.0], [0.0, 0.0, 0.0], [0.0, 0.0, 0.0], [0.0, 0.0, 0.0], [0.1, -0.3, 0.7], [-0.8, 0.1, 0.2], [0.4, 0.1, -0.2], [-0.1, 0.1, -0.1], [0.0, 0.0, 0.0], [0.1, 0.0, 0.1], [-0.1, 0.1, 0.2], [-0.2, -0.1, -0.2], [0.0, 0.0, 0.0], [-0.1, -0.1, 0.0], [0.0, 0.0, 0.0], [0.0, 0.0, 0.0], [0.0, 0.0, 0.0], [-0.1, -0.1, 0.0]],
  "nbo_charge": [0.72, 0.06, -0.08, -0.01, -0.10, 0.05, -0.07, 0.07, -0.09, 0.06, -0.08, 0.07, -0.63, -0.01, -0.22, 0.01, -0.64, -0.08, 0.01, -0.64, -0.22, 0.78, -0.68, -0.75, 0.21, 0.22, 0.22, 0.20, 0.21, 0.23, 0.23, 0.22, 0.23, 0.21, 0.20, -0.45, -0.12, -0.26, -0.12, -0.22, -0.18, -0.19, 0.23, 0.26, 0.25, 0.22, 0.22, 0.23, 0.24],
  "gap_ev": [7.3, 7.3],
  "total_charge": 0,
  "homo_energy_ev": [-8.2, -8.2],
  "lumo_ha": [-0.0349, -0.0349]
}

[2]
{
  "formula": "C23H18ClF3N6OS2",
  "method": "wB97M-V/def2-TZVPD",
  "elements": ["C", "C", "C", "N", "C", "S", "C", "C", "O", "N", "C", "N", "C", "C", "C", "C", "C", "C", "C", "F", "F", "F", "C", "C", "C", "Cl", "S", "N", "N", "C", "C", "C", "C", "N", "C", "C", "H", "H", "H", "H", "H", "H", "H", "H", "H", "H", "H", "H", "H", "H", "H", "H", "H", "H"],
  "coordinates": [[2.9747, 3.2025, -0.1466], [1.9788, 2.9068, -0.9594], [0.5434, 3.2640, -0.6940], [-0.3367, 2.1635, -0.9965], [-0.8752, 1.8650, -2.2169], [-0.5707, 2.8367, -3.6387], [0.3764, 1.6640, -4.6828], [-0.4858, 0.4947, -5.0726], [-1.2129, 0.4920, -6.0336], [-0.4089, -0.6278, -4.2754], [0.2964, -0.8756, -3.1334], [1.2111, -0.1404, -2.5972], [1.6975, -0.6968, -1.4586], [1.1646, -1.8909, -1.0976], [1.5051, -2.7391, 0.0798], [0.5582, -2.5296, 1.2356], [-0.7988, -2.7772, 1.0710], [-1.6762, -2.6451, 2.1339], [-3.1479, -2.8907, 1.9541], [-3.6378, -3.7221, 2.8932], [-3.4605, -3.4280, 0.7718], [-3.8621, -1.7546, 2.0645], [-1.2153, -2.2766, 3.3916], [0.1274, -2.0120, 3.5672], [0.9983, -2.1212, 2.4925], [2.6583, -1.7372, 2.7658], [-0.0392, -2.3602, -2.2636], [-1.6322, 0.8056, -2.1350], [-1.6055, 0.3834, -0.8700], [-0.8361, 1.1899, -0.1789], [-0.6199, 1.0966, 1.2564], [-1.7094, 0.8523, 2.0909], [-1.4957, 0.8349, 3.4584], [-0.3106, 1.0233, 4.0153], [0.7256, 1.2207, 3.2195], [0.6341, 1.2680, 1.8378], [3.9935, 2.9496, -0.3838], [2.8157, 3.7246, 0.7834], [2.1500, 2.3830, -1.8896], [0.3970, 3.5595, 0.3483], [0.2572, 4.0978, -1.3459], [0.6202, 2.2476, -5.5696], [1.2674, 1.3574, -4.1393], [-1.0836, -1.3414, -4.5295], [2.4696, -0.1725, -0.9245], [2.5243, -2.5106, 0.3936], [1.4602, -3.7914, -0.2138], [-1.1719, -3.0807, 0.1047], [-1.8998, -2.1983, 4.2212], [0.5002, -1.7087, 4.5323], [-2.6891, 0.6962, 1.6706], [-2.3157, 0.6739, 4.1450], [1.6779, 1.3547, 3.7158], [1.5144, 1.4203, 1.2333]],
  "forces_ev_per_a": [[0.1, 0.1, 0.0], [-0.2, 0.0, 0.0], [0.4, 0.4, 0.1], [-0.5, -0.6, -0.1], [0.1, 0.4, -0.1], [-0.1, -0.1, -0.2], [0.1, 0.4, 0.3], [0.2, 0.0, 0.0], [-0.1, 0.1, -0.2], [-0.3, -0.5, -0.5], [0.3, -0.7, 0.6], [-0.1, 0.4, -0.7], [-0.2, -0.7, 0.4], [0.1, 0.1, -0.2], [-0.1, 0.0, 0.0], [0.2, 0.0, 0.2], [-0.1, 0.0, 0.3], [0.0, -0.1, -0.1], [-0.2, -0.1, 0.1], [0.1, -0.1, 0.2], [0.2, 0.0, -0.3], [0.0, 0.3, 0.0], [0.1, -0.1, -0.2], [-0.1, -0.1, 0.0], [-0.4, -0.2, -0.1], [0.4, 0.1, 0.1], [0.4, 0.6, -0.1], [-0.4, 0.5, -0.8], [0.0, -0.5, 1.1], [0.1, 0.1, -0.4], [0.0, 0.0, 0.5], [0.2, 0.1, 0.0], [-0.2, 0.1, -0.2], [0.0, 0.1, 0.5], [0.2, 0.1, -0.1], [-0.2, 0.0, 0.0], [0.2, -0.1, -0.1], [-0.1, 0.1, 0.2], [0.1, -0.1, -0.1], [0.0, 0.0, -0.1], [0.0, -0.1, 0.2], [-0.1, -0.1, 0.0], [-0.1, 0.1, -0.2], [0.1, 0.3, -0.1], [0.2, 0.0, 0.2], [-0.1, -0.1, -0.1], [0.2, 0.0, 0.1], [-0.1, 0.0, 0.0], [-0.1, 0.0, 0.1], [0.1, 0.0, 0.1], [-0.1, 0.0, 0.0], [-0.1, -0.1, 0.0], [0.1, 0.0, 0.0], [0.1, 0.0, 0.0]],
  "nbo_charge": [-0.38, -0.19, -0.26, -0.37, 0.16, 0.27, -0.63, 0.68, -0.56, -0.62, 0.29, -0.54, -0.05, -0.21, -0.46, -0.03, -0.19, -0.08, 0.97, -0.33, -0.32, -0.33, -0.19, -0.22, -0.02, 0.01, 0.38, -0.29, -0.29, 0.36, -0.07, -0.22, 0.04, -0.42, 0.04, -0.26, 0.21, 0.20, 0.22, 0.23, 0.24, 0.26, 0.27, 0.42, 0.21, 0.25, 0.23, 0.24, 0.23, 0.24, 0.24, 0.20, 0.20, 0.23],
  "gap_ev": 8.8,
  "total_charge": 0,
  "smiles": "C=CCn1c(SCC(=O)Nc2ncc(Cc3cc(C(F)(F)F)ccc3Cl)s2)nnc1-c1ccncc1",
  "homo_energy_ev": -8.6,
  "lumo_ha": 0.0079
}

[3]
{
  "formula": "C23H18FN5O2S",
  "method": "wB97M-V/def2-TZVPD",
  "elements": ["O", "C", "N", "C", "C", "C", "C", "C", "C", "C", "C", "C", "C", "C", "C", "C", "N", "N", "C", "O", "C", "C", "S", "N", "N", "C", "C", "C", "C", "C", "C", "F", "H", "H", "H", "H", "H", "H", "H", "H", "H", "H", "H", "H", "H", "H", "H", "H", "H", "H"],
  "coordinates": [[1.8028, 0.5232, -0.5835], [0.8406, 1.2423, -0.4274], [0.8800, 2.5811, -0.3658], [2.1191, 3.3250, -0.2929], [2.3024, 3.9210, 1.0802], [2.1284, 3.1229, 2.2053], [2.2649, 3.6572, 3.4728], [2.5850, 4.9955, 3.6308], [2.7673, 5.7947, 2.5157], [2.6212, 5.2611, 1.2465], [-0.5733, 0.6661, -0.1771], [-0.6939, 0.5985, 1.3195], [0.1257, -0.2155, 2.0979], [-0.0164, -0.1652, 3.4741], [-0.9471, 0.7029, 4.0234], [-1.6822, 1.5011, 3.1611], [-1.5587, 1.4543, 1.8475], [-0.6903, -0.5939, -0.8941], [-0.5935, -0.4765, -2.2429], [-0.4403, 0.5994, -2.7920], [-0.7518, -1.7264, -3.0237], [-0.2548, -1.9084, -4.2970], [-0.7216, -3.4503, -4.8358], [-1.5293, -3.7416, -3.4097], [-1.4581, -2.7936, -2.5974], [-0.6658, -1.8327, -0.2237], [0.4125, -2.6998, -0.3707], [0.4294, -3.9143, 0.2887], [-0.6222, -4.2742, 1.1157], [-1.6957, -3.4184, 1.2875], [-1.7093, -2.2112, 0.6161], [-2.7595, -1.3836, 0.7807], [0.0278, 3.0881, -0.1840], [2.9196, 2.6108, -0.5106], [2.1253, 4.1079, -1.0568], [1.8858, 2.0770, 2.0825], [2.1225, 3.0271, 4.3386], [2.6926, 5.4137, 4.6205], [3.0184, 6.8385, 2.6335], [2.7588, 5.8898, 0.3785], [-1.3348, 1.3526, -0.5627], [0.8647, -0.8524, 1.6381], [0.5988, -0.7886, 4.1066], [-1.0889, 0.7679, 5.0906], [-2.4051, 2.2150, 3.5327], [0.3297, -1.2284, -4.8800], [1.2371, -2.3943, -0.9975], [1.2697, -4.5794, 0.1623], [-0.6074, -5.2223, 1.6303], [-2.5271, -3.6753, 1.9244]],
  "forces_ev_per_a": [[0.3, -0.3, 0.0], [-0.6, 0.1, -0.2], [0.0, 0.4, -0.1], [0.1, -0.1, 0.0], [0.0, 0.1, 0.0], [0.0, 0.0, 0.0], [0.0, -0.1, 0.0], [0.0, 0.1, 0.1], [0.0, 0.1, 0.1], [0.0, -0.1, -0.1], [0.3, 0.3, -0.3], [0.0, -0.2, 0.2], [0.0, 0.1, 0.1], [0.0, 0.1, 0.0], [0.0, 0.0, -0.1], [0.0, 0.0, 0.4], [-0.2, 0.1, -0.4], [-0.2, 0.3, 0.2], [-0.2, 0.0, 0.0], [0.1, -0.1, -0.1], [0.6, 0.1, -1.6], [-0.2, -0.3, 0.2], [0.4, 1.0, 0.3], [-0.6, -1.5, -0.4], [-0.6, 0.3, 0.9], [0.0, -0.5, 0.4], [-0.1, 0.2, 0.2], [0.1, 0.0, -0.1], [0.0, 0.0, 0.0], [-0.1, 0.2, 0.0], [0.2, -0.1, -0.1], [0.2, -0.1, -0.1], [0.0, -0.1, 0.0], [-0.1, 0.1, -0.1], [0.1, -0.1, 0.1], [-0.1, -0.1, 0.0], [0.0, -0.1, 0.1], [0.0, 0.0, 0.1], [0.0, 0.1, 0.0], [0.0, 0.1, -0.1], [0.2, -0.1, 0.2], [0.0, 0.0, 0.0], [0.0, 0.0, 0.0], [0.0, 0.0, 0.1], [0.0, 0.0, 0.1], [0.1, 0.3, -0.1], [0.1, 0.1, 0.0], [0.1, -0.1, 0.0], [0.0, -0.1, 0.1], [-0.1, 0.0, 0.1]],
  "nbo_charge": [-0.65, 0.71, -0.60, -0.26, 0.05, -0.24, -0.19, -0.22, -0.20, -0.24, -0.17, 0.21, -0.26, -0.16, -0.26, 0.04, -0.43, -0.45, 0.67, -0.60, -0.04, -0.39, 0.62, -0.34, -0.17, 0.16, -0.21, -0.23, -0.19, -0.26, 0.38, -0.32, 0.41, 0.24, 0.20, 0.22, 0.21, 0.21, 0.21, 0.21, 0.25, 0.24, 0.22, 0.22, 0.20, 0.26, 0.24, 0.22, 0.22, 0.23],
  "gap_ev": 9.1,
  "total_charge": 0,
  "smiles": "O=C(NCc1ccccc1)[C@H](c1ccccn1)N(C(=O)c1csnn1)c1ccccc1F",
  "homo_energy_ev": -8.9,
  "lumo_ha": 0.0078
}

[4]
{
  "formula": "C23H18I2N7O2S2Tl",
  "method": "wB97M-V/def2-TZVPD",
  "elements": ["Tl", "O", "C", "O", "C", "C", "C", "N", "C", "C", "C", "C", "C", "C", "C", "N", "C", "C", "C", "C", "C", "N", "H", "H", "H", "H", "H", "H", "H", "H", "H", "H", "I", "C", "I", "H", "H", "N", "C", "N", "C", "C", "S", "C", "C", "S", "C", "N", "N", "H", "H", "H", "H", "H", "H"],
  "coordinates": [[0.8328, -0.2285, -0.4740], [-5.4270, -2.1409, -3.4351], [-4.7817, -1.1375, -3.7291], [-4.8812, -0.3662, -4.6922], [-3.6866, -0.7851, -2.6787], [-3.3225, -1.6824, -1.6637], [-2.3157, -1.3440, -0.7585], [-1.8580, -0.0999, -0.7242], [-2.2610, 0.8092, -1.6050], [-3.1426, 0.4888, -2.6391], [-1.5681, 2.1356, -1.3834], [-2.0304, 3.2581, -2.0690], [-1.3917, 4.4647, -1.8063], [-0.3674, 4.5475, -0.8793], [0.1040, 3.3708, -0.3164], [-0.4962, 2.1874, -0.5667], [-1.7602, -2.2192, 0.2859], [-2.2900, -3.4488, 0.5854], [-1.7352, -4.2057, 1.5709], [-0.5719, -3.8070, 2.1503], [-0.0118, -2.6831, 1.6903], [-0.5896, -1.8176, 0.8440], [-3.7598, -2.6450, -1.6222], [-3.5549, 1.2487, -3.3620], [-2.8888, 3.1854, -2.7343], [-1.8843, 5.2755, -2.3497], [0.0426, 5.5487, -0.6925], [0.9456, 3.4031, 0.3993], [-3.2643, -3.8011, 0.1751], [-2.3484, -5.0904, 1.8383], [-0.1623, -4.3089, 3.0085], [0.9161, -2.3007, 2.1334], [3.4998, -2.0825, -3.0903], [4.1647, -0.1023, -2.7450], [3.0286, 1.3834, -3.7299], [5.1681, -0.2095, -3.1336], [4.0014, -0.0771, -1.6515], [4.9409, -1.6151, 0.1459], [4.5711, -0.6031, 0.9785], [3.3739, -0.6018, 1.4643], [3.1093, 0.4080, 2.3183], [4.1894, 1.2491, 2.5217], [5.5267, 0.7398, 1.4778], [1.7409, 0.5380, 2.9450], [1.4827, 0.6875, 4.2948], [-0.2486, 0.8752, 4.4693], [-0.4665, 0.8444, 2.7414], [0.6627, 0.6617, 2.1368], [-1.6960, 0.9417, 2.1417], [4.2247, -2.3234, 0.1970], [5.8838, -1.9567, 0.1592], [4.2311, 2.0672, 3.1612], [2.1006, 0.7497, 5.1428], [-2.2820, 1.7167, 2.4592], [-1.6966, 0.8972, 1.0953]],
  "forces_ev_per_a": [[0.2, 0.4, -0.1], [-0.4, -0.9, 0.4], [0.1, 0.2, -0.2], [0.3, 0.4, 0.0], [-0.1, 0.0, 0.6], [1.0, 0.4, -0.2], [-1.3, 0.8, -0.3], [0.7, 0.2, 0.1], [0.8, 0.1, 0.2], [-0.6, 1.4, -0.2], [-0.2, 0.1, -0.7], [0.6, -0.1, 0.7], [-1.7, -0.4, -0.8], [0.2, 0.8, -0.5], [-0.5, -0.2, 0.1], [0.0, 0.4, 0.0], [1.3, 0.2, -0.5], [-2.1, -0.3, -0.5], [-1.7, -1.6, 0.1], [-0.1, -1.5, 1.2], [1.3, 3.1, 0.2], [-0.8, -1.5, -0.4], [-0.5, -0.7, -0.3], [0.7, -1.1, 0.6], [0.3, 0.1, 0.1], [0.8, 0.4, 0.5], [0.1, -0.7, 0.2], [-0.5, -0.3, -0.5], [1.0, 0.6, 0.1], [1.0, 0.4, 0.2], [0.3, -0.3, 0.0], [-0.1, -0.2, -0.2], [-0.5, -0.7, -0.4], [-0.7, -0.8, 0.6], [0.2, 0.0, 0.1], [0.2, 0.8, 0.4], [0.7, 0.7, -0.8], [0.0, 0.0, -0.3], [-0.1, 0.3, 0.5], [-1.2, -1.1, -0.4], [0.8, 1.4, 0.8], [-0.8, -1.9, -1.4], [-0.5, 0.3, 0.8], [1.3, 0.5, 1.5], [-1.5, -0.1, -2.1], [0.2, 0.1, 0.2], [0.0, 0.2, 0.6], [0.0, -0.4, -1.7], [-0.2, 0.5, -0.7], [0.2, -0.3, -0.3], [0.2, 0.0, 0.0], [0.3, 1.3, 0.8], [0.8, -0.1, 0.7], [0.3, -0.5, 0.1], [0.4, -0.3, 1.1]],
  "nbo_charge": [0.75, -0.72, 0.73, -0.73, -0.05, -0.18, 0.14, -0.53, 0.13, -0.16, 0.19, -0.22, -0.16, -0.26, 0.05, -0.50, 0.19, -0.23, -0.14, -0.26, 0.05, -0.53, 0.24, 0.25, 0.24, 0.23, 0.23, 0.21, 0.24, 0.23, 0.23, 0.21, 0.14, -0.73, 0.20, 0.23, 0.24, -0.81, 0.23, -0.53, 0.13, -0.42, 0.38, 0.12, -0.43, 0.38, 0.28, -0.57, -0.82, 0.41, 0.40, 0.24, 0.25, 0.40, 0.44],
  "gap_ev": 7.1,
  "total_charge": 0,
  "homo_energy_ev": -7.5,
  "lumo_ha": -0.0151
}

ΔE to the lowest compared entry with this formula, charge and spin (kcal per mole)
23.95, 0.00, 0.58, 0.00